No. 1
Below is an isolated molecule of C5H10N4 at a distorted geometry, with properties calculated with ωB97M-V/def2-TZVPD.

Geometry as XYZ:
```
19
C5H10N4 | the OMol25 dataset | ωB97M-V/def2-TZVPD
H 0.17486 -2.42707 -0.37438
N 0.45288 -1.69435 -1.01801
C 0.25917 -0.52411 -0.67427
C 0.57530 0.69918 -2.04138
C 1.76962 1.07727 -2.44455
N -0.29130 0.33048 0.13813
C 0.36675 1.47241 0.75042
C -0.98622 -0.70687 1.47364
N -1.77676 -1.76126 1.08550
N -0.66810 -0.37267 2.64399
H -1.11836 -0.88481 3.40582
H -0.36877 0.91357 -2.52524
H 2.64852 0.84095 -1.85562
H 1.92716 1.61953 -3.37219
H -0.35172 1.90012 1.45681
H 1.21212 1.16132 1.36303
H 0.68969 2.27169 0.09011
H -2.08566 -1.78909 0.12704
H -2.42920 -2.12626 1.77115
```

## Properties
**SMILES string**: [H]/N=C(/C=C)N(C)/C(N)=N/[H]
**Frontier orbital gap**: 0.342 hartree
**Multiplicity**: 1
**LUMO energy**: 0.6 eV
**Energy relative to the best compared isomer or geometry (same formula, charge and spin)**: 102.4 kcal/mol

natural (NBO) population analysis, charges in e, atoms 1 to 5:
1 H 0.353
2 N -0.708
3 C 0.503
4 C -0.226
5 C -0.439

***

No. 2
Below is a cluster of 6 separate species, C29H44ClN7O3P in total at a distorted geometry, with properties calculated with ωB97M-V/def2-TZVPD.

Geometry as XYZ:
```
85
C29H44ClN7O3P | the OMol25 dataset | ωB97M-V/def2-TZVPD
C 4.67105 -1.77771 0.76497
C 3.27986 -1.33658 1.21591
N 2.29365 -2.37378 0.91088
C 1.06063 -2.05908 0.20200
C -0.06174 -2.82928 0.94155
O -1.32610 -2.15210 0.94445
C -2.11726 -2.39847 -0.11264
C -3.43382 -1.69149 -0.07294
O -1.81592 -3.10702 -1.00066
C 1.23547 -2.69990 -1.23739
C 1.15181 -1.55725 -2.27620
C 1.46002 -0.30035 -1.43246
N 0.74764 -0.67885 -0.17005
P 0.51173 0.65698 1.12168
O 1.74068 1.67230 0.88893
Cl 0.80946 -0.24582 2.91272
H 4.80257 -1.65603 -0.30151
H 5.39690 -1.14916 1.26839
H 4.86838 -2.79359 1.06608
H 3.34985 -1.20536 2.29051
H 3.10488 -0.37256 0.74796
H 2.68768 -3.25693 0.64676
H 0.24956 -2.87927 1.96750
H -0.11643 -3.84565 0.59803
H -3.89605 -1.82476 -1.03423
H -4.04549 -2.21414 0.64990
H -3.33793 -0.63774 0.14534
H 0.64299 -3.57005 -1.45488
H 2.24253 -3.06633 -1.39444
H 1.74631 -1.68111 -3.16114
H 0.10100 -1.44618 -2.55031
H 2.52608 -0.20077 -1.32843
H 0.97762 0.58968 -1.80789
H -0.21510 -0.72544 -0.51929
H 1.47111 2.25927 0.15948
N -4.42647 -1.40692 -4.34017
C -5.65964 -0.97773 -4.74945
C -6.54283 -2.00470 -4.56089
C -5.81776 -3.09764 -4.01355
C -4.51561 -2.69827 -3.88626
H -3.58712 -0.85962 -4.36955
H -5.80138 0.01645 -5.13774
H -7.59414 -1.97815 -4.78915
H -6.20891 -4.06425 -3.74428
H -3.64765 -3.21750 -3.51489
N 3.79875 1.55381 3.56449
C 4.30191 2.73808 4.03371
C 4.80349 2.51380 5.28660
C 4.60082 1.13968 5.58630
C 3.98163 0.57332 4.50608
H 3.36511 1.42602 2.66934
H 4.25874 3.63354 3.43754
H 5.26647 3.25165 5.91950
H 4.87951 0.62739 6.49157
H 3.65658 -0.43771 4.32558
N -1.21812 3.75644 1.99046
C -0.73567 4.97682 2.38049
C -1.09042 5.89077 1.42573
C -1.81901 5.19692 0.42136
C -1.88410 3.88259 0.79830
H -1.10436 2.90134 2.50263
H -0.18429 5.08766 3.29852
H -0.85653 6.94157 1.44443
H -2.24851 5.61710 -0.47247
H -2.34509 3.03082 0.32665
N -9.56654 0.25920 -5.06157
C -9.95643 1.50748 -5.46642
C -10.41117 2.18219 -4.36641
C -10.28726 1.30833 -3.25222
C -9.76158 0.13184 -3.71273
H -9.19542 -0.45299 -5.66274
H -9.87782 1.80503 -6.49794
H -10.79071 3.19002 -4.35937
H -10.55419 1.52068 -2.23063
H -9.51125 -0.78129 -3.20027
N 10.20982 0.13344 2.50740
C 9.75006 -1.14447 2.35260
C 8.43597 -1.16491 2.73533
C 8.08854 0.15574 3.13318
C 9.20481 0.93253 2.97843
H 11.14462 0.43898 2.30701
H 10.39463 -1.92517 1.98716
H 7.79388 -2.03040 2.73242
H 7.13054 0.49531 3.49316
H 9.37048 1.97967 3.16414
```

## Properties
**Frontier orbital gap**: 0.232 hartree
**Multiplicity**: 1
**Charge**: +1
**LUMO energy**: -3.2 eV

Mulliken population analysis, charges in e, atoms 1 to 5:
1 C -1.703
2 C 0.458
3 N -0.087
4 C 0.809
5 C -1.498

***

No. 3
Below is a structure of composition C14H36F6O22P4S2Zn at a distorted geometry, with properties calculated with ωB97M-V/def2-TZVPD.

Geometry as XYZ:
```
85
C14H36F6O22P4S2Zn | the OMol25 dataset | ωB97M-V/def2-TZVPD
Zn -6.69988 -20.53868 8.75749
C -3.63315 -21.56761 11.40427
F -2.30949 -21.53661 11.80358
F -4.14117 -22.65393 11.92812
F -4.29872 -20.47143 11.78331
S -3.65222 -21.65975 9.43433
O -3.17817 -22.96322 9.02472
O -5.10981 -21.54507 9.12587
O -2.84600 -20.54945 8.96162
C -7.91411 -18.91455 12.71345
F -6.80637 -19.03773 13.41618
F -8.94986 -18.67922 13.46944
F -7.83216 -17.91874 11.82455
S -8.27509 -20.57335 11.71094
O -9.60413 -20.35295 11.15397
O -7.23590 -20.56132 10.67515
O -8.19762 -21.70825 12.62334
C -4.09816 -22.91807 5.99172
O -5.32875 -22.44119 5.32832
P -5.79479 -20.85209 5.45330
O -6.08812 -20.35357 6.85127
O -7.01501 -20.68469 4.47089
C -7.41708 -19.39829 4.03629
O -4.46557 -20.19816 4.67000
C -3.27386 -19.63369 5.19103
H -4.26481 -23.44801 6.92953
H -3.42872 -22.11610 6.30284
H -3.56620 -23.37057 5.15484
H -8.41595 -19.05159 4.30118
H -7.23229 -19.41908 2.96227
H -6.76932 -18.60308 4.40526
H -2.41689 -20.06548 4.67405
H -3.27783 -19.93863 6.23749
H -3.29894 -18.56652 4.97053
C -7.08160 -16.52806 6.90075
O -6.52040 -16.33067 8.13817
P -5.43618 -17.32282 8.82308
O -5.94360 -18.72013 9.11002
O -4.75739 -16.56771 10.04752
C -3.97630 -17.29620 11.00216
O -4.23380 -17.28015 7.68742
C -3.69173 -16.04980 7.40628
H -6.50484 -16.02309 6.12584
H -8.16428 -16.44137 6.80929
H -7.04479 -17.60688 6.74944
H -3.03869 -16.74057 11.01889
H -3.64237 -18.28604 10.69103
H -4.40611 -17.26329 12.00329
H -4.18065 -15.62298 6.53057
H -2.64094 -16.20178 7.15957
H -3.66644 -15.32238 8.21765
C -10.66954 -17.81851 5.95328
O -9.72106 -18.75947 6.37322
P -9.80057 -19.30415 7.87899
O -8.40012 -19.74991 8.26678
O -10.56583 -18.18410 8.75719
C -9.75200 -17.17148 9.36650
O -10.88845 -20.49094 7.95162
C -12.29305 -20.16333 7.80922
H -11.59040 -17.85499 6.53532
H -10.83747 -18.17343 4.93646
H -10.23969 -16.82755 5.80725
H -8.68320 -17.28729 9.18660
H -9.86887 -17.13182 10.44949
H -10.09227 -16.22454 8.94743
H -12.81532 -20.73364 8.57740
H -12.79670 -20.45616 6.88798
H -12.56051 -19.11643 7.95256
C -9.80200 -23.48305 10.41918
O -8.88070 -24.17605 9.58928
P -8.28025 -23.57638 8.16217
O -7.58454 -22.27333 8.29649
O -7.40588 -24.77462 7.56273
C -6.14471 -25.11420 8.11242
O -9.60220 -23.55371 7.24376
C -9.54039 -23.21228 5.86802
H -9.37763 -23.36266 11.41593
H -10.66318 -24.10019 10.67531
H -10.19990 -22.54363 10.03542
H -6.38874 -26.09601 8.51811
H -5.72075 -24.45660 8.87130
H -5.46130 -25.21475 7.26925
H -9.77709 -22.14881 5.90146
H -10.17311 -23.74826 5.16057
H -8.52183 -23.35249 5.50610
```

## Properties
**Frontier orbital gap**: 0.336 hartree
**Multiplicity**: 1
**LUMO energy**: -0.1 eV
**Energy relative to the best compared isomer or geometry (same formula, charge and spin)**: 91.7 kcal/mol

Mulliken population analysis, charges in e, atoms 1 to 5:
1 Zn 1.848
2 C 0.505
3 F -0.262
4 F -0.213
5 F -0.119

***

No. 4
Below is a cluster of 2 separate species, C5H9IO2 in total at a distorted geometry, with properties calculated with ωB97M-V/def2-TZVPD.

Geometry as XYZ:
```
17
C5H9IO2 | the OMol25 dataset | ωB97M-V/def2-TZVPD
C -0.57267 1.06760 -0.63686
C 1.35146 -1.33127 -1.42306
C 0.97480 -1.26097 1.13396
C -1.70647 2.94920 0.31073
C 1.49470 -0.64454 -0.11223
O -1.08615 0.82727 -1.69121
O -0.69984 1.89292 0.32420
I 3.07502 0.72798 0.12224
H 2.23063 -1.21129 -2.05285
H 1.16087 -2.39582 -1.27942
H 0.49876 -0.92392 -1.98482
H 1.69043 -1.97925 1.55162
H 0.04721 -1.79362 0.92472
H 0.78483 -0.50805 1.89810
H -2.23863 2.88913 1.25768
H -2.38478 2.81022 -0.52867
H -1.18216 3.89985 0.23167
```

## Properties
**Frontier orbital gap (alpha / beta)**: 0.278 / 0.310 hartree
**Multiplicity**: 1
**LUMO energy (alpha / beta)**: 0.2 / 0.5 eV
**Energy relative to the best compared isomer or geometry (same formula, charge and spin)**: 66.8 kcal/mol

natural (NBO) population analysis, charges in e, atoms 1 to 5:
1 C 0.805
2 C -0.732
3 C -0.716
4 C -0.279
5 C -0.073